Molecular formula: C19H20N4O2
Method: DFT, ωB97M-V/def2-TZVPD

Structure (XYZ):
```
45
Properties=species:S:1:pos:R:3:forces:R:3
O 1.8777 3.8343 -1.5396 0.2648 0.1144 1.0555
O -3.2900 -0.3186 -0.7602 2.4752 -1.0543 0.2239
N 2.8906 6.4871 1.3738 -0.3560 -2.0246 0.3540
N 2.0738 3.8288 2.0020 0.1080 1.2811 -0.2710
C 1.5987 3.4194 -0.4020 -0.7126 -1.0879 -3.7107
C -2.6559 -1.3913 -0.7134 -2.0248 1.1919 -0.0626
C 2.9006 6.0141 2.6441 -0.4523 0.1051 -1.0561
C 2.4768 4.7158 2.9426 -0.0761 -0.4351 -0.3248
C 2.4822 5.5876 0.4343 0.5080 1.0026 0.3453
C 2.0534 4.2705 0.7151 0.3323 0.6575 2.5410
C 0.7972 -4.5037 0.6585 -0.0170 -1.0897 -0.2354
C 0.0366 -5.5700 0.1374 -0.2055 0.2963 -0.3121
C 0.4103 -3.1947 0.4779 -2.3024 -0.8945 -0.9451
C -1.1245 -5.3041 -0.5916 1.0310 1.2528 0.7848
C -0.8074 -2.9077 -0.2051 0.5154 -0.1537 -0.4574
C -1.5300 -3.9650 -0.7771 0.0239 -1.2685 0.0347
N 0.8699 2.2316 -0.3696 -0.2518 1.0355 1.8170
N -1.2814 -1.5675 -0.4359 -1.0038 -0.0286 -0.3142
C -3.5646 -2.6247 -0.9460 1.2127 0.1312 0.0032
C -2.7601 -3.7240 -1.6035 -0.5136 -0.4364 0.0751
C 0.5273 1.5987 0.9215 -0.6669 -0.6028 -0.0762
C 0.8147 1.4300 -1.6058 0.2114 -0.2706 -0.5451
C -0.5860 0.5297 0.7807 0.3573 0.0596 -0.3600
C -0.3171 0.3874 -1.6870 -1.2760 1.4387 1.0741
C -0.3507 -0.4100 -0.4067 0.3592 0.0618 0.5478
H 3.2184 6.7106 3.4231 -0.0980 -0.2748 -0.1915
H 2.4456 4.3895 3.9937 0.0937 -0.0105 -0.6266
H 2.5582 5.9841 -0.5781 -0.3548 -0.4822 0.1681
H 1.7230 -4.7189 1.1993 -0.3402 0.0919 -0.1620
H 0.3350 -6.6102 0.2335 0.1840 0.2357 0.2297
H 0.9817 -2.4457 0.9053 0.9675 1.4721 0.6821
H -1.6984 -6.1125 -1.0164 -0.1072 -0.0149 -0.0876
H -4.4358 -2.3488 -1.5368 0.2282 0.4271 0.0213
H -3.9387 -2.9230 0.0297 0.0456 -0.2212 0.2336
H -2.4690 -3.4176 -2.6181 -0.0815 -0.0109 0.1082
H -3.3829 -4.6492 -1.6996 0.6821 0.6284 0.0559
H 1.4349 1.1924 1.3571 0.1462 -0.3965 0.1208
H 0.1296 2.2840 1.6826 0.3897 0.3104 -0.6458
H 1.7753 0.9028 -1.6769 0.0491 0.0892 -0.2591
H 0.6979 2.0875 -2.4804 0.3583 -0.0889 0.5716
H -1.5520 1.0459 0.6443 0.2768 -0.3866 0.1403
H -0.5917 -0.0784 1.6897 -0.1986 0.2596 0.0845
H -0.1874 -0.3353 -2.4807 0.1203 0.3472 -0.6588
H -1.2754 0.9719 -1.7653 0.6720 -0.8509 -0.3065
H 0.6900 -0.7831 -0.3504 -0.5737 -0.4060 0.3358
```
Positions in Å, forces in eV/Å.

Results
HOMO-LUMO gap	8.3	eV
lowest unoccupied orbital energy	-0.2	eV
SMILES string	O=C(c1cnccn1)N1CCC(N2C(=O)CCc3ccccc32)CC1
HOMO level	-8.512	eV

Molecular formula: C19H20N8O
Method: DFT, ωB97M-V/def2-TZVPD

Structure (XYZ):
```
48
Properties=species:S:1:pos:R:3:forces:R:3
O -0.9316 -0.8795 -5.1033 -0.6761 0.0677 -0.7929
N 3.8705 2.8519 6.6941 -0.3123 0.1216 -0.2696
N 3.3121 1.7564 7.0566 0.1411 0.0647 -2.0152
N 3.7900 3.0338 5.3399 0.8848 1.3923 0.4358
N 2.0879 1.8983 -3.0881 0.5981 0.2306 0.4960
N 0.9937 0.1482 -1.0708 0.7585 1.1938 -1.9613
C -0.1905 -0.3638 -4.3029 -1.8829 -2.6730 -2.2733
C 3.1882 2.0119 4.8238 -0.2468 -0.6950 0.6035
C 2.4410 2.0113 -1.7847 -1.5510 -1.2065 0.7327
C 1.8836 1.1625 -0.7697 0.2507 -0.0416 -1.2528
C 1.2782 0.9220 -3.3684 0.6880 0.7248 0.5771
C 0.7346 0.0724 -2.3922 0.2451 -0.3129 2.7097
C 3.6054 2.4448 2.4100 0.1104 0.1679 -0.8516
C 1.9933 0.7732 2.9847 0.1689 0.5818 0.3443
C 3.3054 2.2192 1.0529 -0.2471 0.0263 0.4774
C 1.6757 0.5421 1.6722 -1.0366 0.0313 -1.3604
C 2.9032 1.7594 3.3805 0.1213 -0.5525 0.8335
C 2.2662 1.3205 0.6528 1.2308 0.4071 0.7425
N 2.8821 1.2179 5.8765 -0.6193 -1.4592 -0.2722
N 0.7657 0.5658 -4.6020 0.4149 0.5109 1.6754
N -0.1397 -0.7956 -3.0069 1.2387 1.5867 1.5073
C -0.9251 -1.8331 -2.3607 -0.5484 -1.1125 -1.1841
C -3.9994 -1.8724 0.4459 0.1669 0.5852 0.3140
C -2.6998 -1.0254 0.3598 -0.1586 -0.6286 -0.7040
C -4.3857 -2.4821 -0.9002 -0.5652 -0.3727 -0.0148
C -2.5269 -0.3961 -1.0225 0.1344 -0.9793 0.0733
C -3.1840 -2.8050 -1.7671 -0.6945 1.4331 -1.9416
C -2.3879 -1.5042 -2.1097 0.0438 0.9110 -0.0248
H 3.0787 2.8367 -1.5128 0.0761 -0.0266 -0.1289
H 4.3933 3.1536 2.7029 -0.4835 -0.3454 -0.2075
H 1.4561 0.2364 3.7279 -0.3649 -0.4520 0.5730
H 3.9266 2.8110 0.3679 -0.5856 -0.4918 -0.0160
H 0.8467 -0.1679 1.4014 1.1367 0.7319 0.3081
H 2.5557 0.2573 5.7939 0.0138 0.4765 0.5071
H 0.6760 1.2194 -5.3563 -0.0886 -0.0572 -0.3224
H -0.4912 -2.1065 -1.4153 0.6997 0.1162 0.3090
H -0.8686 -2.7192 -3.0255 -0.0069 0.3889 0.3153
H -4.8416 -1.2480 0.7761 0.2538 -0.0304 0.0212
H -3.8904 -2.6398 1.2114 0.1099 -0.1006 0.0068
H -2.6803 -0.2138 1.0486 -0.1500 0.4205 0.9796
H -1.8372 -1.6630 0.5847 0.0190 0.0612 -0.0200
H -4.9617 -3.4125 -0.7365 0.0648 0.4983 -0.0911
H -5.0459 -1.7613 -1.3974 0.0729 -0.2749 -0.2134
H -1.6570 0.2864 -0.9962 -0.4493 -0.2477 -0.2715
H -3.4295 0.1597 -1.2504 -0.0764 0.4255 0.0008
H -2.5771 -3.4900 -1.2360 0.8896 -0.8881 0.4322
H -3.4993 -3.2568 -2.7611 0.3874 0.2522 1.2877
H -2.7593 -1.0361 -3.0280 -0.1762 -0.4593 -0.0735
```
Positions in Å, forces in eV/Å.

Results
HOMO-LUMO gap	7.9	eV
lowest unoccupied orbital energy	-0.5	eV
SMILES string	O=c1[nH]c2ncc(-c3ccc(-c4nnn[nH]4)cc3)nc2n1CC1CCCCC1
HOMO level	-8.441	eV

Molecular formula: C19H21AsIN2O2Os
Method: DFT, ωB97M-V/def2-TZVPD

Structure (XYZ):
```
47
Properties=species:S:1:pos:R:3:forces:R:3
Os 6.7612 10.0865 6.1960 -0.5192 -0.0318 0.7693
N 10.4388 12.0791 7.9231 -0.0533 1.0831 -0.6258
C 9.7444 12.9612 7.2485 -0.7658 -2.5724 1.6164
C 10.1755 13.5433 6.0484 -1.0281 2.1476 -1.0094
C 9.3579 14.4779 5.4832 -0.4359 0.0035 1.2256
C 8.1313 14.9718 6.1931 -2.3235 -3.0794 1.5977
C 6.9295 13.9571 6.0627 0.0161 -0.2944 -3.1781
C 5.8015 14.0715 5.2638 3.4551 0.9306 2.6621
C 4.8654 13.1450 5.5762 -2.1341 -1.0768 -1.3236
C 4.9183 12.0816 6.4455 1.7348 -2.1628 2.4262
N 6.1189 11.7621 7.0760 -1.6779 0.9253 -0.2762
C 7.2197 12.5993 6.7042 2.6172 0.6913 -0.8932
H 11.4316 11.9476 7.8343 0.3396 -0.1586 -0.3896
H 9.9753 11.5824 8.6491 -0.0192 -0.3438 0.7455
H 11.0872 13.2386 5.5861 0.4475 -0.2289 -0.2444
H 9.4420 14.9395 4.5418 0.8601 0.0942 -1.2930
H 7.6827 15.9904 6.1030 1.2411 -0.5993 -0.0862
H 5.7099 14.9267 4.6355 -0.6082 0.2165 -0.6341
H 4.0826 13.1159 4.8959 -2.0996 0.0746 -0.6994
H 4.1142 11.3501 6.7535 0.6199 1.3048 -0.9399
I 7.6985 12.1965 13.9305 -0.0915 0.1303 -0.8905
C 7.6133 12.4836 11.9068 -0.7599 -0.8748 -0.8579
C 7.6630 11.2942 10.9753 0.5291 3.9444 1.9737
C 7.8804 11.5952 9.6678 0.4130 -1.6907 -1.3854
C 8.0044 12.9120 9.1927 -1.0001 -0.5622 0.9144
C 7.6129 13.9667 10.0442 0.7709 0.5004 -3.0532
C 7.4293 13.8152 11.3570 0.8606 -3.7769 0.3422
C 8.3036 13.1862 7.7660 0.0679 1.2896 -1.4114
O 8.2329 14.6013 7.5892 0.4936 1.1774 1.1957
O 7.9357 11.6496 5.8524 -0.3270 1.3295 0.5698
H 7.6743 10.3232 11.3805 -0.1395 -1.0275 0.3317
H 7.9658 10.7136 8.9717 -0.0257 1.0897 0.5462
H 7.5409 14.9196 9.5169 -0.0407 -0.0221 0.7695
H 7.2645 14.6648 11.8874 -0.5936 2.0301 2.1140
C 4.2142 7.0746 5.9028 1.3708 -1.3603 -1.7372
As 5.9008 7.8154 6.5740 -0.8719 0.0291 1.1566
C 6.6167 6.6856 7.9874 -1.5535 -1.4761 -0.7908
C 7.3221 7.8714 5.2972 0.3880 -0.6563 -1.1517
H 4.3897 5.9573 5.7343 -0.3026 1.5531 0.0438
H 4.0036 7.5989 4.9481 0.1591 -0.5051 0.4346
H 3.3604 7.1910 6.5272 -0.3126 0.3297 0.9391
H 7.5706 6.3038 7.6135 0.0956 0.4038 0.6995
H 5.9359 5.7841 8.0049 0.6430 0.8915 0.0841
H 6.5295 7.1602 8.9557 0.5746 0.0433 0.0642
H 8.2365 7.2929 5.5485 -0.5655 0.6039 0.0727
H 7.7220 8.9790 5.1025 0.2336 -0.9310 -0.5172
H 6.9546 7.4849 4.3328 0.3177 0.6136 0.0937
```
Positions in Å, forces in eV/Å.

Results
net charge	+3
HOMO-LUMO gap (spin up / spin down)	7.5 / 4.4	eV
2S+1	5
lowest unoccupied orbital energy (spin up / spin down)	-9.6 / -12.5	eV
HOMO level (spin up / spin down)	-17.110 / -16.956	eV

Molecular formula: C19H21BrF16NO5
Method: DFT, ωB97M-V/def2-TZVPD

Structure (XYZ):
```
63
Properties=species:S:1:pos:R:3:forces:R:3
O -1.9840 -1.4309 3.6330 -0.1658 0.7642 -1.0006
C -2.9175 -1.1127 2.5740 0.3313 0.7358 -0.9327
C -2.1239 -1.0950 1.1467 -0.3415 0.5930 1.7531
O -2.9375 -1.8613 0.2254 1.9001 1.3285 -1.0140
C -2.6471 -1.5635 -1.1556 -1.2617 -1.7808 -0.3756
O -1.2978 -1.1014 -1.4036 -1.3039 0.9740 -0.8465
C -1.2512 0.0474 -2.2721 0.9465 1.1575 0.1683
C -0.9574 1.3468 -1.3437 -1.4266 1.5706 0.7643
C -2.1860 2.1622 -0.7919 3.8371 1.7644 1.3826
C -1.9150 3.4261 0.1028 3.6474 -2.6967 -1.8486
C -0.4055 3.7793 0.3568 -0.8077 -3.0910 -2.2088
C 0.7243 2.8794 -0.2287 -3.6170 1.0209 0.3467
N 0.4056 1.7147 -1.0416 -2.3798 2.5171 1.6197
Br 1.9059 0.7459 -1.6696 -0.9308 0.3793 0.2496
H -1.2373 -0.7893 3.5257 -0.9544 -0.8357 0.3473
H -3.7887 -1.8404 2.4754 1.5109 0.6148 0.5365
H -3.3862 -0.0756 2.7920 0.7159 -1.5140 -0.5184
H -1.0540 -1.5149 1.2776 -1.8065 0.3348 -0.2248
H -2.0003 0.0083 0.8759 -0.3049 -1.4346 -0.1209
H -2.7627 -2.5623 -1.7284 0.1216 1.5058 0.9834
H -3.4722 -0.8729 -1.5406 1.4024 -0.3651 0.3950
H -2.2055 0.2515 -2.8604 1.0945 -0.3663 1.0095
H -0.4146 -0.0788 -3.0599 -1.2432 0.1419 1.4694
H -3.2688 1.8552 -1.0060 2.0262 0.2966 0.1516
H -2.7436 4.0637 0.5544 1.2710 -1.0582 -0.7937
H -0.1189 4.6968 0.9687 -0.3438 -1.5595 -0.9506
H 1.8233 3.1467 -0.0399 -1.8992 -0.7167 -0.4509
C 0.7629 -5.4011 -5.5372 -0.1761 -0.8418 0.1293
C 0.4077 -4.3528 -6.6122 -0.6721 -0.2077 0.5349
C 1.5446 -3.4262 -7.0430 0.2832 0.4499 -0.7959
F 2.0043 -2.6684 -6.0269 -0.1028 -0.0414 0.0839
F 1.1115 -2.5613 -7.9952 -0.2072 -0.2653 0.0595
F -0.6689 -3.6406 -6.1961 0.2659 0.1616 -0.0240
F -0.0036 -5.0420 -7.7157 0.4864 0.1130 0.0500
O 0.4049 -5.0842 -4.1852 0.7982 1.3962 0.0271
C 1.3220 -4.3153 -3.4372 -0.0248 -1.9004 -0.9050
C 0.7351 -2.9696 -3.0012 -0.4940 0.2667 0.2031
F 0.3769 -2.2147 -4.0659 0.0272 -0.1505 0.0429
F 1.6470 -2.2470 -2.3015 0.1820 -0.3278 -0.0065
F 2.4753 -4.1881 -4.1191 -0.0161 0.4128 0.4271
F 1.6167 -5.0513 -2.3413 -0.2426 0.5586 0.1257
H 0.1615 -6.2850 -5.7683 -0.1090 0.2729 0.0251
H 1.7976 -5.7453 -5.6149 -0.0488 0.3396 -0.0116
H 2.3797 -3.9927 -7.4637 -0.0726 -0.1448 0.0685
H -0.1491 -3.1110 -2.3760 0.1220 -0.1812 0.0080
C 1.7766 2.9406 6.4578 0.2355 -0.4777 0.7031
C 2.1662 4.3541 5.9771 0.6732 -0.6096 -0.1629
C 1.0102 5.2513 5.5343 -0.1492 0.9969 0.0968
F 0.3434 4.7478 4.4739 0.0554 -0.1136 -0.0794
F 1.4778 6.4645 5.1463 0.1953 -0.2285 0.1594
F 3.0998 4.2467 4.9999 -0.3065 0.1104 -0.0961
F 2.7887 4.9696 7.0230 -0.5327 0.0345 -0.0627
O 1.9161 1.8758 5.5067 -1.0055 0.6303 -1.2150
C 0.8356 1.6481 4.6305 0.5039 0.0327 2.2393
C 1.2208 1.8574 3.1634 0.5561 0.0503 -0.3726
F 1.6420 3.1219 2.9348 -0.0713 -0.1609 0.1183
F 0.1531 1.6497 2.3490 -0.2747 -0.2914 0.2718
F -0.2220 2.3910 5.0052 -0.1069 -0.2208 -0.6247
F 0.4696 0.3578 4.8173 0.1051 0.0525 -0.6275
H 2.4888 2.6836 7.2469 0.0766 0.0928 -0.2738
H 0.8014 2.9211 6.9516 0.0203 0.1550 -0.2942
H 0.3003 5.4141 6.3497 0.0692 -0.1386 0.0743
H 2.0225 1.1769 2.8667 -0.0604 -0.1054 0.2128
```
Positions in Å, forces in eV/Å.

Results
net charge	+1
HOMO-LUMO gap	7.6	eV
lowest unoccupied orbital energy	-4.9	eV
HOMO level	-12.514	eV